(1)
{"formula": "C13H18N2OS2", "method": "ωB97M-V/def2-TZVPD", "lumo_energy_ev": 0.58, "multiplicity": 1, "smiles": "Cc1cccc(OCCN2CSC(=S)N(C)C2)c1", "e_tot_ha": -1487.2749, "elements": ["H", "C", "S", "C", "O", "H", "H", "N", "C", "C", "H", "H", "C", "C", "H", "S", "C", "H", "C", "H", "H", "H", "H", "C", "H", "C", "H", "H", "H", "H", "H", "C", "N", "C", "H", "C"], "positions_angstrom": [[-3.828, -1.316, 2.689], [3.245, -0.501, -0.058], [4.604, -1.062, 0.685], [-2.727, 0.801, 0.307], [-1.857, 1.809, -0.008], [1.136, 1.127, 1.382], [-3.511, 0.940, -1.663], [3.060, 0.778, -0.427], [0.268, 0.884, 0.758], [-5.479, -0.955, -1.632], [-0.195, -0.017, 1.161], [-0.290, 2.951, 0.404], [-3.764, -0.826, 1.728], [4.117, 1.751, -0.273], [-6.506, -0.714, -1.358], [2.005, -1.713, -0.323], [-0.740, 2.042, 0.812], [4.334, 2.213, -1.237], [-2.816, 0.168, 1.541], [-2.172, 0.441, 2.362], [-0.315, -1.204, -0.733], [-5.427, -2.027, -1.812], [-5.348, -1.974, 0.869], [-4.618, -1.195, 0.709], [0.695, -0.771, -2.137], [1.841, 1.290, -1.054], [-1.030, 2.234, 1.853], [1.920, 1.195, -2.147], [5.007, 1.248, 0.098], [1.773, 2.353, -0.804], [3.818, 2.525, 0.438], [-3.598, 0.428, -0.717], [0.646, 0.632, -0.626], [-4.544, -0.562, -0.529], [-5.236, -0.433, -2.554], [0.600, -0.710, -1.053]], "atomic_forces_ev_per_a": [[0.0, 0.0, 0.1], [-0.2, 0.1, -0.1], [0.3, -0.4, 0.2], [-0.1, 0.0, -0.1], [-0.4, -0.2, -0.1], [0.0, -0.1, 0.0], [0.0, 0.1, -0.1], [-0.1, -0.1, 0.1], [-0.4, 0.3, -0.1], [0.0, 0.0, 0.0], [0.1, 0.0, 0.0], [0.0, -0.1, 0.1], [-0.1, -0.1, -0.1], [0.3, 0.1, 0.1], [-0.1, 0.0, 0.0], [-0.3, 0.2, -0.1], [0.4, -0.2, 0.3], [0.0, 0.1, 0.0], [0.3, 0.3, 0.0], [0.1, 0.0, 0.0], [0.0, 0.0, 0.0], [0.0, -0.1, -0.1], [-0.1, -0.1, 0.0], [0.0, 0.0, 0.1], [-0.1, 0.0, 0.0], [-0.3, 0.0, -0.2], [0.0, 0.0, -0.1], [0.0, 0.1, 0.1], [-0.1, 0.1, -0.1], [0.1, -0.1, 0.0], [0.0, 0.0, 0.0], [0.1, 0.1, 0.1], [0.0, 0.5, 0.0], [0.1, 0.0, 0.0], [0.0, 0.0, -0.1], [0.5, -0.7, -0.1]]}

(2)
{"formula": "C13H16Cl2NO9P3S", "method": "ωB97M-V/def2-TZVPD", "lumo_energy_ev": -0.72, "multiplicity": 1, "smiles": "Cc1cc(P(O)Cl)c(P(=O)(O)O)c2c1C(=O)N(P(O)Cl)C2=O.O=S1(=O)CCCC1", "e_tot_ha": -3579.7581, "elements": ["P", "O", "H", "H", "P", "H", "C", "O", "O", "C", "N", "H", "H", "H", "C", "Cl", "H", "Cl", "C", "O", "C", "H", "O", "O", "O", "H", "H", "H", "C", "C", "C", "C", "O", "S", "H", "H", "C", "O", "H", "C", "P", "H", "C", "C", "H"], "positions_angstrom": [[2.612, -2.856, -1.684], [-1.151, -4.957, -3.300], [-3.673, -4.929, 1.724], [2.779, 6.055, -0.561], [-4.514, -3.127, 0.882], [1.691, 7.410, 1.393], [0.762, -1.056, -0.545], [-0.260, -5.779, -1.100], [-3.519, -0.142, 0.355], [-0.218, -3.096, -1.450], [-3.731, -2.298, -0.441], [2.711, -3.615, 0.347], [1.922, 3.533, -0.411], [0.021, 1.473, -0.012], [-1.588, -1.363, -0.421], [3.784, -1.285, -0.935], [1.041, 5.821, -0.374], [-6.068, -4.054, -0.120], [0.909, -2.288, -1.178], [-3.387, -4.283, 1.066], [-0.481, -0.559, -0.150], [-0.136, 0.738, 1.547], [2.832, -3.999, -0.534], [1.895, 3.049, 2.771], [1.308, -4.842, -2.889], [-0.089, -5.347, -0.253], [3.248, 3.983, 0.695], [0.100, 5.904, 2.378], [-2.835, -3.172, -1.181], [-1.459, -2.591, -1.054], [2.010, 5.671, 0.107], [-3.024, -1.119, -0.097], [-3.224, -4.124, -1.763], [1.182, 3.874, 1.830], [-1.575, 1.149, 0.598], [3.052, 6.398, 1.853], [2.031, 6.378, 1.469], [-0.133, 3.503, 1.370], [-0.724, -5.017, -4.166], [2.219, 4.189, 0.404], [-0.008, -4.703, -2.249], [1.491, 5.595, 3.445], [-0.571, 0.759, 0.552], [1.135, 5.572, 2.418], [1.631, -0.453, -0.336]], "atomic_forces_ev_per_a": [[0.1, -0.6, -0.9], [-0.3, 0.0, -0.1], [0.1, -0.1, 0.0], [0.0, 0.0, 0.0], [-0.8, 1.1, 0.0], [0.0, 0.0, 0.0], [-0.6, -0.2, 0.0], [-0.4, 0.6, 0.0], [-0.6, 0.9, 0.6], [-0.4, 0.2, 0.0], [0.4, -1.1, 0.3], [0.1, -0.2, 0.0], [0.0, -0.1, 0.1], [0.1, 0.1, 0.0], [0.5, 0.1, -0.2], [0.0, 0.0, 0.3], [0.0, 0.0, 0.0], [0.3, -0.1, 0.0], [0.2, 0.2, 0.2], [-0.1, -0.3, -0.1], [-0.3, -0.1, 0.2], [0.0, -0.2, 0.2], [0.0, 0.4, 0.3], [-0.1, -0.1, 0.0], [0.3, 0.4, 0.0], [0.0, -0.3, 0.2], [0.0, 0.0, 0.0], [0.0, -0.1, 0.0], [-0.1, 0.8, 0.1], [0.2, 0.0, -0.1], [-0.1, 0.0, 0.1], [0.7, -0.6, -0.3], [0.0, -0.7, -0.3], [0.2, 0.1, 0.0], [-0.2, 0.0, 0.1], [0.0, 0.0, 0.0], [0.0, -0.1, 0.0], [0.0, 0.1, 0.1], [-0.1, 0.0, -0.1], [0.1, 0.2, -0.2], [0.7, -0.6, -0.1], [-0.1, -0.1, 0.0], [0.2, 0.1, -0.6], [0.1, 0.3, 0.0], [0.1, 0.0, 0.0]]}

Number 1: highest occupied orbital energy -8.11 eV, Kohn-Sham gap 8.68 eV. Number 2: highest occupied orbital energy -9.12 eV, Kohn-Sham gap 8.40 eV.